Record 1
Molecular formula: C18H66N8O15
Method: DFT, ωB97M-V/def2-TZVPD

Results
E_LUMO = 0.07 eV
Relative energy (zero: lowest compared OMol25 entry of this formula, charge and spin) = 10.3 kcal/mol
HOMO = -8.498 eV
Electronic energy = -2291.83976 Ha

The geometry in ORCA input format:
```
! wB97M-V def2-TZVPD RIJCOSX def2/J DEFGRID3
* xyz 0 1
C -4.55911 -1.29438 2.58052
C -3.23759 -0.58471 3.05030
O -2.12693 -1.04779 2.27933
H -4.97022 -0.84746 1.64736
H -5.39107 -1.09431 3.35329
H -4.43002 -2.37645 2.36702
H -3.03222 -0.89486 4.12044
H -3.23625 0.48375 3.16078
H -1.63511 -1.73687 2.79465
C -1.93254 1.19890 -4.06502
C -0.47136 1.63849 -4.09097
O 0.06462 1.05144 -5.26303
H -2.03977 0.13158 -4.05709
H -2.52416 1.65966 -4.79321
H -2.36944 1.57310 -3.12599
H 0.08987 1.38646 -3.20758
H -0.41961 2.70932 -4.14679
H -0.46214 1.24224 -6.05096
C 2.68223 2.83178 -2.99919
C 3.97986 3.48884 -3.39351
O 4.14011 4.78465 -2.89633
H 2.65448 2.78363 -1.90336
H 2.55402 1.92588 -3.47698
H 1.77176 3.39255 -3.26304
H 3.92752 3.54517 -4.48402
H 4.95197 2.95144 -3.18750
H 4.27175 4.77897 -1.92144
C 0.31360 -0.11842 -0.43160
O 1.44536 0.25180 -1.12655
N 0.18413 0.03791 0.84014
N -0.61137 -0.82563 -1.06463
H 0.94178 0.54929 1.36624
H -0.59524 -0.38804 1.34248
H -0.40547 -1.09387 -2.05150
H -1.62833 -0.81545 -0.84712
C 0.89863 -2.32834 -3.21323
O 0.95488 -3.69709 -3.27361
N -0.05869 -1.56300 -3.67148
N 1.93044 -1.79164 -2.71168
H -0.85049 -2.11251 -3.95167
H 0.08582 -0.58848 -4.03916
H 2.59593 -2.49166 -2.40445
H 1.75883 -0.93889 -2.15059
C -1.36273 -3.59271 0.52521
O -2.45482 -2.82211 0.14465
N -0.16861 -3.26691 0.16051
N -1.39686 -4.62482 1.34040
H -0.03914 -2.33076 -0.29397
H 0.59205 -3.90203 0.29263
H -2.34164 -4.80131 1.64360
H -0.77482 -5.43618 1.26610
C 0.14863 -2.70586 3.66877
O 0.55039 -2.49441 4.96830
N -1.01440 -3.23098 3.36108
N 0.83724 -2.36587 2.65568
H -1.49101 -3.61155 4.20183
H -1.08577 -3.86349 2.47039
H 1.67187 -1.78249 3.00442
H 0.51661 -2.30352 1.72322
C -2.09818 2.89457 2.30273
O -1.26067 3.94753 2.72571
H -2.60848 2.58466 3.24586
H -1.59120 2.05902 1.78686
H -2.88530 3.31797 1.63161
H -1.33986 4.72495 2.15890
C -0.09620 0.74521 4.73006
O -0.81031 -0.18296 5.52118
H 0.07931 0.11237 3.81662
H 0.82145 1.08929 5.11463
H -0.69640 1.55998 4.33854
H -0.29088 -1.01391 5.58876
C -2.67911 -2.72624 -3.09786
O -2.29954 -2.96471 -4.41548
H -2.09398 -3.24969 -2.42991
H -3.70176 -2.80928 -2.92167
H -2.43195 -1.74027 -2.74183
H -3.01433 -3.50695 -4.81504
C 3.91902 -1.99572 3.15325
O 2.97562 -0.89962 3.11940
H 3.65931 -2.70935 3.89319
H 4.94170 -1.66916 3.33727
H 3.87132 -2.63772 2.24457
H 3.32416 -0.21082 2.58224
C -0.41506 3.23687 -1.10324
O 0.04335 4.46147 -0.62908
H -1.24391 3.34530 -1.82825
H -0.70986 2.65656 -0.28784
H 0.39374 2.77340 -1.62546
H 0.33299 4.97259 -1.41951
C 4.73917 0.41790 -0.84654
O 4.11291 0.25397 0.39355
H 4.36749 -0.28651 -1.56001
H 5.79438 0.23215 -0.82221
H 4.56333 1.41440 -1.24177
H 3.44011 0.94130 0.40461
C 2.20278 2.68524 1.09614
O 2.40105 1.60850 1.98145
H 3.17660 3.09914 1.08065
H 1.44757 3.38166 1.44365
H 1.96552 2.42853 0.10092
H 2.58385 2.01744 2.79146
C -3.43446 0.87842 -0.24061
O -3.23752 -0.39583 -0.82073
H -3.93588 1.44637 -0.97979
H -2.43302 1.34986 -0.09739
H -4.06015 0.83323 0.69862
H -3.18618 -1.10313 -0.13035
*
```

Löwdin atomic charge list, values in e, 8 entries: -0.07, -0.27, -0.16, 0.05, 0.09, 0.07, 0.12, 0.07

***

Record 2
Molecular formula: C18H66O24
Method: DFT, ωB97M-V/def2-TZVPD

Results
E_LUMO = 0.24 eV
Relative energy (zero: lowest compared OMol25 entry of this formula, charge and spin) = 47.7 kcal/mol
HOMO = -9.534 eV
Electronic energy = -2530.99654 Ha

The geometry in ORCA input format:
```
! wB97M-V def2-TZVPD RIJCOSX def2/J DEFGRID3
* xyz 0 1
C 1.62601 -2.33453 3.88544
C 2.94428 -2.03374 3.19236
O 4.14925 -2.59946 3.68798
O 1.16749 -3.67007 3.46860
H 0.83666 -1.62824 3.62819
H 1.75692 -2.31371 4.96735
H 2.96725 -0.95135 3.31890
H 2.89058 -2.09810 2.10559
H 4.19888 -2.31752 4.60430
H 1.51848 -4.23753 4.15881
C 0.28216 3.23969 -3.07465
C 1.14878 4.51927 -3.13386
O 2.38742 4.34255 -3.73361
O -1.12139 3.59285 -2.88788
H 0.50542 2.52474 -2.28274
H 0.33558 2.72847 -4.03585
H 1.20550 4.91929 -2.12151
H 0.60365 5.16136 -3.82571
H 2.91000 5.13421 -3.58594
H -1.64886 2.79300 -2.82786
C 1.49898 3.28702 3.86814
C 2.42473 2.10138 4.18899
O 1.73400 1.09554 4.86194
O 1.35723 4.36544 4.83930
H 0.55653 2.88224 3.49932
H 1.87818 3.83015 3.00252
H 3.32244 2.32534 4.76523
H 2.75829 1.63412 3.26244
H 0.79623 1.15361 4.66486
H 1.45606 5.22932 4.43240
C -0.70941 4.02889 1.01780
C -0.60134 5.37276 1.78678
O -1.46528 6.37914 1.38402
O -2.03934 3.51660 1.01113
H 0.00839 3.38539 1.52649
H -0.36194 4.16694 -0.00607
H 0.44106 5.68960 1.81989
H -0.85107 5.10930 2.81456
H -1.26764 7.15088 1.91970
H -2.69195 4.07905 0.58763
C -2.74511 -3.41833 -2.88942
C -3.77740 -4.57079 -2.80102
O -4.90519 -4.22859 -3.65467
O -3.09345 -2.22501 -2.30093
H -2.60019 -3.27411 -3.96007
H -1.79427 -3.73600 -2.46152
H -4.13943 -4.73568 -1.78621
H -3.34068 -5.50215 -3.16149
H -4.70831 -3.42124 -4.13532
H -3.60577 -1.71021 -2.92871
C 1.16054 -2.88044 -4.38395
C -0.07608 -1.94658 -4.59985
O -0.37491 -1.23747 -3.38793
O 2.32963 -2.15608 -4.41937
H 1.10178 -3.66130 -5.14217
H 1.09828 -3.46133 -3.46373
H -0.98458 -2.48355 -4.87258
H 0.12067 -1.30915 -5.46186
H 0.43113 -0.74972 -3.20354
H 3.04036 -2.77374 -4.23243
C 3.50877 1.52841 -0.68225
C 3.08321 1.19268 -2.10419
O 1.99515 0.22492 -2.28670
O 2.43936 2.14123 0.03831
H 4.35770 2.21105 -0.71994
H 3.84143 0.60131 -0.21542
H 4.03482 0.89861 -2.54697
H 2.79418 2.13753 -2.56441
H 2.25727 -0.62469 -1.92465
H 1.75168 1.50714 0.25428
C -0.54725 -5.36974 0.59133
C -0.13589 -3.92418 0.13307
O 1.14273 -3.57306 0.72562
O -1.87448 -5.64244 0.29244
H -0.29017 -5.50096 1.64241
H 0.03874 -6.17622 0.15054
H -0.89156 -3.27606 0.57695
H -0.31003 -3.75554 -0.92963
H 1.07981 -3.70422 1.67453
H -2.14689 -6.51401 0.58867
C 0.03727 -0.34156 0.85111
C -0.87215 0.12711 -0.25056
O -2.09384 0.79295 0.16895
O 0.44647 0.83670 1.58932
H 0.85834 -0.83007 0.32644
H -0.50619 -1.05233 1.47365
H -1.08765 -0.70576 -0.91991
H -0.29190 0.76072 -0.92133
H -1.84318 1.66582 0.48017
H -0.03065 0.74324 2.41711
O -3.27695 -1.91253 0.36016
H -2.76190 -1.10779 0.30237
H -3.38983 -2.19100 -0.54864
O -4.90767 1.15775 0.51089
H -5.27328 0.79121 1.31600
H -4.08979 0.67834 0.37870
O -0.89630 0.40780 3.87478
H -1.45896 1.17954 3.81100
H -1.22112 -0.06325 4.64214
O -2.42372 2.69983 3.63262
H -2.08372 3.05571 2.81166
H -2.92788 3.41806 4.01498
O 2.70990 -2.26727 -1.14109
H 2.04574 -2.64795 -0.56647
H 3.38571 -2.94197 -1.20673
O -2.27735 0.71238 -2.71469
H -2.19697 0.55295 -1.77429
H -1.74626 0.02720 -3.12053
*
```

Löwdin atomic charge list, values in e, 8 entries: -0.16, -0.24, -0.04, -0.09, 0.10, 0.13, 0.10, 0.12

***

Record 3
Molecular formula: C18H68N6O16
Method: DFT, ωB97M-V/def2-TZVPD

Results
E_LUMO = 0.02 eV
Relative energy (zero: lowest compared OMol25 entry of this formula, charge and spin) = 6.3 kcal/mol
HOMO = -8.663 eV
Electronic energy = -2258.69767 Ha

The geometry in ORCA input format:
```
! wB97M-V def2-TZVPD RIJCOSX def2/J DEFGRID3
* xyz 0 1
C 2.28289 -1.77311 4.64019
C 2.11489 -1.40411 3.17819
O 3.05289 -1.92611 2.33219
H 1.67289 -1.12611 5.21319
H 3.33089 -1.54711 4.97719
H 2.06989 -2.80311 5.03119
H 2.29289 -0.32711 3.20419
H 1.11289 -1.73011 2.87019
H 3.73589 -1.25211 2.30419
C -0.78211 -3.87311 -1.92781
C -1.05211 -4.38611 -3.32581
O -1.72611 -3.38111 -4.06581
H -0.00911 -3.10711 -2.02881
H -0.31311 -4.67711 -1.35681
H -1.64411 -3.46211 -1.39081
H -1.60211 -5.29411 -3.24881
H -0.12311 -4.69111 -3.82381
H -2.49011 -3.66611 -4.65981
C 1.70589 5.23189 -0.83781
O 1.26889 4.05789 -1.42381
N 1.22189 5.61089 0.32719
N 2.67189 5.88189 -1.35481
H 0.31389 5.06289 0.56819
H 1.36489 6.55089 0.75319
H 3.19489 5.36889 -2.10981
H 3.16889 6.63889 -0.96081
C -0.15111 0.30289 0.21619
O -0.25411 0.23889 1.63119
N -0.15111 1.37889 -0.50081
N 0.00189 -0.81411 -0.42481
H -0.08611 2.29589 -0.04581
H -0.35111 1.41089 -1.52381
H 0.32589 -1.63111 0.11119
H 0.36589 -0.76111 -1.43681
C 1.05289 -0.91911 -4.24081
O 1.14989 -0.88411 -2.85981
N 0.11389 -1.55711 -4.77681
N 1.78789 -0.25411 -5.01781
H -0.38911 -2.26811 -4.29881
H -0.37611 -1.17211 -5.58581
H 2.30389 0.60489 -4.72481
H 1.51489 -0.25311 -6.02481
C -3.68111 3.04389 -0.37481
O -3.13111 4.30789 -0.51481
H -3.02711 2.43089 0.22119
H -3.69311 2.49289 -1.34581
H -4.61011 2.90389 0.12119
H -3.80411 4.79789 -1.04581
C -3.25811 -0.64711 -1.17081
O -2.27411 -1.35211 -1.85381
H -4.06611 -0.34711 -1.73781
H -2.69911 0.28289 -0.93481
H -3.59211 -1.18711 -0.30081
H -1.53411 -1.25011 -1.24581
C -3.70411 0.69689 2.31319
O -2.52111 1.17889 2.93219
H -3.52511 -0.05911 1.53719
H -4.28111 1.60189 1.96919
H -4.32111 0.28589 3.16119
H -1.82711 1.15789 2.23019
C 1.21089 -4.35811 1.25519
O 1.16489 -2.98911 0.75919
H 1.33289 -4.29711 2.34619
H 2.07689 -4.77911 0.78619
H 0.39489 -4.96911 0.93019
H 2.04189 -2.62811 1.08419
C 2.87189 -4.02211 -2.31781
O 2.89289 -2.68211 -1.87481
H 2.48789 -4.00711 -3.45481
H 2.33189 -4.54011 -1.53381
H 3.78489 -4.59311 -2.17281
H 2.20689 -2.10111 -2.22981
C -2.13111 -3.01611 1.80219
O -1.28611 -2.31111 2.68319
H -2.98411 -2.39711 1.64719
H -2.45411 -4.03611 2.21119
H -1.67611 -3.20611 0.82619
H -0.84911 -1.71411 2.14619
C 2.71689 2.64389 1.47619
O 2.66989 3.87189 2.21119
H 1.98389 1.92489 1.80519
H 3.58689 2.08889 1.65719
H 2.47289 2.82489 0.45019
H 2.28089 4.57489 1.66819
C -1.18111 -0.64811 5.20519
O -0.91411 -0.02311 6.39619
H -1.05111 -1.78111 5.24919
H -0.37111 -0.39211 4.50319
H -2.19411 -0.31111 4.92919
H -1.29811 -0.43311 7.16019
C -1.62011 1.51289 -3.53581
O -0.35611 1.85089 -3.04281
H -1.70211 0.40289 -3.58081
H -1.84711 1.94389 -4.48081
H -2.32311 1.81189 -2.75681
H -0.08511 2.64089 -3.51481
C -0.98911 3.94989 2.23019
O -0.80111 3.99989 0.82919
H -0.65511 2.96089 2.48219
H -1.92711 4.25689 2.57519
H -0.16311 4.64489 2.55219
H -1.65711 4.00689 0.34119
C 3.27789 0.57489 -0.65881
O 2.56589 1.46889 -1.49081
H 3.65189 -0.21211 -1.35681
H 2.65589 -0.09111 -0.06581
H 4.08489 1.05889 -0.16081
H 1.62689 1.48989 -1.31181
*
```

Löwdin atomic charge list, values in e, 8 entries: -0.07, -0.34, -0.07, 0.04, 0.09, 0.09, 0.12, 0.09

***

Record 4
Molecular formula: C18H72CrN2O20
Method: DFT, ωB97M-V/def2-TZVPD

Results
E_LUMO (spin up / spin down) = -0.62 / -0.62 eV
⟨S²⟩ = 6.01
HOMO (spin up / spin down) = -5.208 / -5.196 eV
Electronic energy = -3387.63449 Ha

The geometry in ORCA input format:
```
! wB97M-V def2-TZVPD RIJCOSX def2/J DEFGRID3
* xyz 0 5
Cr 0.72453 15.42360 -4.26567
C 4.27192 15.08095 -7.26405
C 4.60968 16.25363 -6.29631
C 5.60609 17.13597 -7.03090
C 5.02051 18.04311 -8.10057
C 3.97885 18.93219 -7.38161
C 2.82865 18.12627 -6.74643
N 3.41152 17.07254 -5.88020
O 2.52373 16.37064 -4.98622
C 1.92830 17.66987 -7.95477
C 2.10671 19.22554 -5.85309
C 5.39837 15.75286 -5.06640
H 5.11656 14.39531 -7.33164
H 4.09828 15.33540 -8.30962
H 3.42259 14.46201 -6.97483
H 6.38314 16.52061 -7.48434
H 6.14170 17.78138 -6.33472
H 4.72360 17.49222 -8.99303
H 5.75196 18.72818 -8.52924
H 3.56592 19.65924 -8.08088
H 4.48994 19.46065 -6.57687
H 1.78761 18.50596 -8.63980
H 0.94970 17.27892 -7.67619
H 2.33897 16.91465 -8.62491
H 2.77239 19.45116 -5.01999
H 1.16478 18.90790 -5.40591
H 1.90888 20.13272 -6.42405
H 4.76965 15.07540 -4.48859
H 5.79942 16.58506 -4.48787
H 6.22783 15.12091 -5.38380
C -2.57894 18.03009 -2.11417
C -1.17091 18.64193 -1.96913
C -1.14897 19.67479 -0.88765
C -1.27902 19.13177 0.54138
C -0.10642 18.14723 0.80290
C 0.11230 16.99649 -0.22153
N -0.10163 17.60599 -1.56556
O 0.47751 16.90995 -2.69101
C -0.87595 15.92202 0.11496
C 1.56430 16.39529 0.02650
C -0.80793 19.46973 -3.21835
H -3.24739 18.12326 -1.25825
H -2.43244 16.99044 -2.40703
H -3.06121 18.48718 -2.97822
H -1.99523 20.33221 -1.08696
H -0.23322 20.23846 -1.06590
H -2.25587 18.67208 0.69154
H -1.41263 19.96974 1.22553
H -0.15177 17.77983 1.82811
H 0.74240 18.83038 0.83315
H -0.79520 15.15396 -0.65424
H -1.84538 16.39174 -0.05137
H -0.78664 15.44037 1.08868
H 2.28596 17.19764 -0.12694
H 1.85779 15.70779 -0.76680
H 1.72829 15.78813 0.91677
H 0.18993 19.90830 -3.21296
H -1.39703 20.38657 -3.23997
H -1.01041 18.93395 -4.14573
O -0.67828 22.11525 -6.05143
H -0.49573 22.60851 -5.25168
H -0.79302 21.21220 -5.75551
O -1.19529 18.80361 -6.64405
H -1.16856 18.95854 -7.58825
H -2.10734 18.96209 -6.40057
O -0.91297 14.25318 -4.01665
H -1.02103 13.39240 -4.42115
H -1.75047 14.42243 -3.58518
O -1.58462 16.62355 4.04531
H -1.63293 17.55603 3.83462
H -2.48351 16.30892 3.94918
O -5.19579 16.28962 -3.11978
H -6.06656 15.89757 -3.18526
H -5.26480 17.11030 -3.60759
O 2.62759 21.06013 0.57235
H 2.87297 20.54201 1.33888
H 2.31618 21.89014 0.93338
O -2.29075 19.34941 3.61799
H -2.90873 19.21016 2.90039
H -2.84050 19.58080 4.36664
O 4.66676 16.09120 -0.71915
H 5.03484 16.50049 0.06394
H 4.53174 16.81702 -1.32839
O -5.51984 18.15023 -5.10886
H -4.72676 18.64155 -5.32300
H -6.23582 18.69860 -5.42964
O 1.63227 17.03153 3.61329
H 1.27895 16.22125 3.98052
H 1.70643 16.85744 2.67499
O -0.01448 14.66091 3.60066
H -0.17684 14.37495 2.70172
H -0.75423 15.23182 3.80820
O 2.24514 19.46074 -1.94564
H 1.60511 18.74924 -1.96433
H 1.93686 20.04267 -1.25098
O 3.96444 13.82734 -2.16638
H 4.36784 14.65589 -1.90752
H 4.39968 13.16897 -1.62476
O -5.26420 17.56915 0.91689
H -5.87223 17.76838 0.20497
H -4.93831 18.42338 1.20028
O -0.42633 16.42824 -5.58857
H -1.19737 16.01989 -5.98224
H -0.29662 17.23167 -6.09246
O 2.91895 13.11308 0.79890
H 3.52967 13.83739 0.66235
H 2.74496 12.77689 -0.08027
O 1.52294 14.09790 -2.93381
H 2.44407 13.97038 -2.70690
H 1.06855 13.36908 -2.51120
O -3.34218 14.28899 -2.97993
H -3.86981 15.07130 -2.81924
H -3.90753 13.56102 -2.72171
*
```

Löwdin atomic charge list, values in e, 8 entries: 0.83, -0.04, -0.48, -0.18, -0.18, -0.16, -0.45, -0.13

***

Record 5
Molecular formula: C18H8AuI2N2O
Method: DFT, ωB97M-V/def2-TZVPD

Results
E_LUMO = 2.12 eV
HOMO = -4.855 eV
Electronic energy = -1606.61072 Ha

The geometry in ORCA input format:
```
! wB97M-V def2-TZVPD RIJCOSX def2/J DEFGRID3
* xyz -1 1
Au -0.54481 1.18118 1.29444
I -4.53392 4.00075 0.27278
C -4.54617 1.90578 0.13765
C -5.58095 1.26713 -0.54214
C -5.59990 -0.09841 -0.64009
I -7.20415 -0.98816 -1.69230
C -4.58363 -0.88392 -0.05705
C -4.51924 -2.29349 -0.10132
C -3.48812 -2.95348 0.50490
C -2.50283 -2.20369 1.16944
N -2.53007 -0.89857 1.23153
C -3.52966 -0.22042 0.63478
C -3.47455 1.23223 0.73911
O -2.55253 1.85920 1.37072
H -6.36417 1.85898 -0.99478
H -5.29229 -2.84431 -0.62109
H -3.42360 -4.03322 0.47446
H -1.66632 -2.69265 1.65903
N 8.87232 0.16367 -1.68809
C 7.79576 0.24992 -1.28906
C 6.45672 0.35981 -0.80140
C 5.38290 0.00951 -1.62530
C 4.08882 0.13026 -1.16630
C 3.82160 0.61004 0.12775
C 4.91004 0.94202 0.94792
C 6.20628 0.82227 0.49196
C 2.48041 0.75397 0.56984
C 1.32606 0.88333 0.93581
H 5.58279 -0.35676 -2.62394
H 3.25625 -0.14278 -1.79959
H 4.71588 1.29639 1.95092
H 7.04107 1.08341 1.12938
*
```

Löwdin atomic charge list, values in e, 8 entries: 0.74, 0.84, -0.64, -0.25, -0.67, 0.82, -0.22, -0.07